{
  "formula": "C24H42N6O9",
  "method": "ωB97M-V/def2-TZVPD",
  "total_charge": 0,
  "homo_ev": -8.4,
  "multiplicity": 1,
  "largest_force_ev_per_a": 6.028,
  "e_above_lowest_kj_mol": 1328.5,
  "lumo_ha": -0.036,
  "smiles": "COCCCCCCCc1cccc2nc(CC(C)C)cnc12.C[N+](=O)[O-].C[N+](=O)[O-].C[N+](=O)[O-].C[N+](=O)[O-]",
  "elements": ["C", "O", "C", "C", "C", "C", "C", "C", "C", "C", "C", "C", "C", "C", "N", "C", "C", "C", "C", "C", "C", "N", "C", "H", "H", "H", "H", "H", "H", "H", "H", "H", "H", "H", "H", "H", "H", "H", "H", "H", "H", "H", "H", "H", "H", "H", "H", "H", "H", "H", "H", "H", "H", "C", "N", "O", "O", "H", "H", "H", "C", "N", "O", "O", "H", "H", "H", "C", "N", "O", "O", "H", "H", "H", "C", "N", "O", "O", "H", "H", "H"],
  "positions_angstrom": [[1.0710, -5.0270, 5.2506], [0.3858, -3.8431, 5.7507], [-0.7641, -3.5184, 4.9046], [-0.3902, -2.3303, 3.8514], [-1.6651, -1.3273, 3.7014], [-1.6170, -0.1700, 4.8360], [-1.7017, 1.3160, 4.2182], [-0.2790, 1.6666, 3.5513], [-0.3914, 2.7262, 2.3142], [0.8329, 2.3520, 1.3286], [2.2292, 2.9112, 1.6890], [3.4677, 2.5519, 0.8037], [3.2225, 1.6335, -0.4205], [1.7965, 1.0812, -0.8114], [1.7177, 0.2291, -1.9668], [0.3929, -0.2433, -2.1927], [0.1885, -1.2555, -3.4388], [0.8052, -2.6799, -2.9238], [-0.1799, -3.3313, -1.8321], [1.2304, -3.6562, -4.1222], [-0.8181, 0.1669, -1.3084], [-0.7846, 1.0116, -0.1596], [0.5715, 1.4326, 0.0643], [0.7602, -5.9469, 5.8616], [0.8621, -5.2394, 4.1380], [2.1995, -4.8237, 5.4027], [-1.6215, -3.0893, 5.5514], [-1.1217, -4.4273, 4.2886], [0.5436, -1.7564, 4.1848], [-0.1588, -2.7824, 2.8175], [-1.5772, -0.8625, 2.6558], [-2.6713, -1.8926, 3.7805], [-2.4051, -0.3789, 5.6434], [-0.5867, -0.2485, 5.3603], [-1.8887, 2.0692, 5.0803], [-2.5713, 1.4577, 3.4863], [0.4720, 2.0314, 4.3519], [0.1983, 0.7098, 3.1060], [-1.4053, 2.6004, 1.7842], [-0.2293, 3.7900, 2.6976], [2.3627, 3.5671, 2.6242], [4.5399, 2.9085, 0.9860], [4.1388, 1.3416, -1.0565], [-0.9111, -1.3585, -3.7492], [0.8287, -0.8031, -4.2912], [1.7731, -2.3870, -2.3649], [-1.0328, -2.6043, -1.5351], [0.4441, -3.5318, -0.8816], [-0.6814, -4.2949, -2.1879], [2.2015, -3.2720, -4.6086], [0.3951, -3.8385, -4.8787], [1.5161, -4.6720, -3.6448], [-1.8453, -0.2759, -1.5924], [-3.3466, -4.9157, 1.3773], [-1.9279, -5.0921, 0.9709], [-1.7139, -5.6668, -0.0836], [-1.0792, -4.6459, 1.7269], [-3.9872, -5.3575, 0.6161], [-3.4794, -5.4201, 2.3339], [-3.5326, -3.8456, 1.4648], [-2.1007, 3.0165, -2.1568], [-3.3623, 3.6902, -2.5617], [-3.9656, 3.2259, -3.5189], [-3.7042, 4.6599, -1.9067], [-1.9219, 2.1754, -2.8238], [-1.2974, 3.7486, -2.2356], [-2.2252, 2.6746, -1.1304], [-4.0022, 4.9927, -6.6072], [-2.5833, 4.8228, -7.0153], [-2.3677, 4.2479, -8.0704], [-1.7353, 5.2728, -6.2612], [-4.6422, 4.5476, -7.3670], [-4.1315, 4.4878, -5.6498], [-4.1936, 6.0617, -6.5200], [7.0436, 2.9478, -2.0165], [7.0944, 3.9276, -0.9002], [7.7600, 4.9348, -1.0686], [6.4624, 3.6491, 0.1071], [7.6468, 3.3234, -2.8409], [7.4428, 2.0048, -1.6443], [6.0009, 2.8454, -2.3164]],
  "atomic_forces_ev_per_a": [[0.8, -0.1, 0.2], [-1.1, -1.1, -1.7], [0.1, 1.3, -0.6], [-0.9, -0.5, -0.3], [0.8, 0.2, 0.1], [0.4, -0.1, -0.2], [0.5, 0.1, 0.9], [-0.2, -0.2, -0.6], [1.3, -1.0, 0.0], [2.3, 0.9, -0.4], [-1.2, -2.3, -2.7], [-3.4, -2.3, -2.2], [-1.2, 1.6, 2.5], [0.7, 0.4, 0.8], [-4.6, 0.6, 2.3], [0.4, 1.3, 1.0], [1.1, 0.4, 1.1], [0.1, 0.7, -0.1], [0.1, 0.2, 0.3], [0.4, -0.4, 1.0], [1.3, 0.6, 0.9], [4.0, -2.3, -3.9], [1.3, 1.3, 1.4], [0.4, 1.2, -0.8], [0.3, 0.5, 1.6], [-1.8, -0.5, -0.3], [1.4, -1.0, -0.7], [0.4, 1.3, 1.2], [-1.4, -0.8, -0.3], [-0.3, 0.6, 1.7], [-0.4, -0.5, 1.5], [1.7, 0.8, -0.3], [1.0, 0.5, -1.2], [-1.7, 0.2, -0.7], [0.2, -1.2, -1.4], [1.3, -0.4, 0.9], [-1.3, -0.5, -1.3], [-0.9, 1.4, 0.8], [1.7, 0.3, 0.8], [-0.4, -1.4, -0.7], [-0.4, -1.2, -1.7], [-2.0, -0.5, -0.1], [-1.9, 0.4, 1.0], [1.6, 0.2, 0.5], [-1.1, -0.9, 1.3], [-1.5, -0.5, -1.0], [1.4, -1.1, -0.5], [-1.2, 0.1, -1.5], [0.9, 1.3, 0.5], [-1.7, -0.5, 0.5], [1.2, 0.4, 1.0], [-0.6, 1.5, -0.8], [1.8, 0.9, 0.5], [-0.3, 0.0, -0.1], [0.3, -0.1, -0.3], [0.0, 0.3, 0.6], [-0.4, -0.3, -0.5], [0.2, 0.0, 0.1], [0.1, 0.2, 0.0], [0.1, -0.1, 0.1], [0.1, -0.1, -0.1], [-0.1, 0.2, 0.0], [0.1, 0.3, 0.4], [0.0, -0.5, -0.5], [-0.1, 0.2, 0.1], [-0.1, 0.0, 0.1], [0.1, 0.2, -0.1], [-0.4, -0.1, 0.0], [0.2, -0.1, -0.2], [0.1, 0.3, 0.6], [-0.3, -0.3, -0.4], [0.2, 0.0, 0.1], [0.1, 0.2, 0.0], [0.1, -0.1, 0.1], [0.1, -0.1, -0.3], [0.1, 0.4, 0.1], [-0.4, -0.5, 0.3], [0.4, 0.2, -0.4], [-0.1, 0.0, 0.2], [-0.2, 0.1, 0.0], [0.1, -0.1, 0.1]]
}

***

{
  "formula": "C23H23AsOPSr",
  "method": "ωB97M-V/def2-TZVPD",
  "total_charge": -1,
  "homo_ev": [-1.4, -2.7],
  "multiplicity": 1,
  "largest_force_ev_per_a": 2.718,
  "lumo_ha": [0.095, 0.093],
  "elements": ["C", "C", "C", "C", "C", "Sr", "P", "H", "H", "H", "H", "H", "H", "H", "H", "O", "As", "C", "C", "C", "C", "C", "C", "C", "C", "C", "C", "C", "C", "C", "C", "C", "C", "C", "C", "H", "H", "H", "H", "H", "H", "H", "H", "H", "H", "H", "H", "H", "H", "H"],
  "positions_angstrom": [[-0.0043, 1.5085, -4.7656], [0.6443, 2.4716, -5.4246], [1.4469, 3.5082, -4.8948], [1.6859, 3.7356, -3.5241], [1.2521, 3.0381, -2.4812], [0.2807, 1.1220, -2.4737], [-0.8588, -1.1365, -2.9699], [-0.6669, 0.8048, -5.2301], [0.4799, 2.4668, -6.5015], [1.8561, 4.2284, -5.5990], [1.3991, 3.3044, -1.4546], [2.2593, 4.6231, -3.2545], [-0.0954, -2.2102, -2.5383], [-1.1591, -1.4142, -4.2932], [-2.0644, -1.2683, -2.2953], [0.5226, 0.6720, -0.2704], [0.0239, -0.3116, 1.0453], [-1.1421, 0.9681, 1.9222], [-0.8593, 1.4298, 3.2122], [-1.7159, 2.3567, 3.8211], [-2.8431, 2.8300, 3.1446], [-3.1125, 2.3816, 1.8498], [-2.2567, 1.4620, 1.2345], [-0.9319, -1.9365, 0.4377], [-0.2231, -3.1369, 0.3331], [-0.8924, -4.3207, -0.0037], [-2.2704, -4.3127, -0.2270], [-2.9786, -3.1181, -0.1101], [-2.3133, -1.9334, 0.2285], [1.7500, -0.7059, 1.8293], [2.9147, -0.5675, 1.0614], [4.1611, -0.8429, 1.6279], [4.2499, -1.2467, 2.9622], [3.0892, -1.3839, 3.7274], [1.8353, -1.1193, 3.1639], [0.0185, 1.0687, 3.7470], [-1.5008, 2.7113, 4.8296], [-3.5092, 3.5483, 3.6200], [-3.9896, 2.7497, 1.3140], [-2.4759, 1.1353, 0.2171], [0.8511, -3.1643, 0.5178], [-0.3380, -5.2580, -0.0820], [-2.7916, -5.2354, -0.4808], [-4.0586, -3.1088, -0.2742], [-2.8977, -1.0193, 0.3284], [2.8552, -0.2520, 0.0198], [5.0622, -0.7408, 1.0217], [5.2242, -1.4549, 3.4010], [3.1564, -1.6966, 4.7696], [0.9309, -1.2297, 3.7614]],
  "atomic_forces_ev_per_a": [[-0.6, -0.6, 0.5], [-0.3, 0.1, -1.7], [0.0, 0.0, -0.3], [1.2, 1.9, 0.5], [0.3, 1.9, -0.1], [-0.1, -0.8, 2.6], [-0.9, -1.8, -0.7], [-0.3, -0.1, -1.6], [0.4, 0.6, -0.6], [0.0, 0.0, 0.0], [0.9, 1.1, 0.7], [0.4, 0.6, -0.7], [-0.2, -0.8, 0.0], [-0.4, -0.7, -0.3], [-0.4, -0.7, 0.0], [-0.3, -1.4, 1.8], [-0.7, -0.4, -1.4], [0.3, 0.2, 0.4], [-0.6, 0.3, 0.1], [0.2, -0.2, -0.2], [0.1, -0.1, -0.1], [0.2, -0.2, 0.1], [-0.3, 0.1, 0.2], [1.4, 2.1, 0.4], [0.1, -1.7, -0.3], [0.8, 0.7, 0.4], [-0.4, -0.5, -0.2], [0.3, 0.8, 0.4], [-1.6, -0.5, -0.2], [0.3, -0.1, 0.6], [0.0, -0.1, 0.1], [-0.2, -0.1, 0.1], [-0.2, 0.0, -0.1], [-0.1, 0.1, -0.1], [0.6, 0.0, -0.2], [-0.2, 0.1, -0.1], [0.0, -0.1, -0.2], [0.2, -0.1, -0.1], [0.3, -0.1, 0.1], [0.2, 0.1, 0.2], [-0.2, 0.0, -0.1], [-0.1, 0.3, 0.0], [0.1, 0.2, 0.0], [0.3, 0.1, 0.0], [0.1, -0.2, -0.1], [-0.2, 0.0, 0.3], [-0.2, 0.0, 0.2], [-0.2, 0.0, -0.1], [0.0, 0.1, -0.2], [0.1, 0.0, -0.1]]
}

***

{
  "formula": "C2H10O2S2",
  "method": "ωB97M-V/def2-TZVPD",
  "total_charge": 1,
  "homo_ev": [-13.7, -13.7],
  "multiplicity": 2,
  "largest_force_ev_per_a": 1.543,
  "e_above_lowest_kj_mol": 67.6,
  "lumo_ha": [-0.175, -0.304],
  "elements": ["C", "C", "S", "S", "H", "H", "H", "H", "H", "H", "H", "H", "O", "H", "H", "O"],
  "positions_angstrom": [[-1.3996, 1.2530, 0.2482], [-2.1721, 0.2767, -0.6105], [-1.4807, 0.2677, -2.3396], [-2.4998, -1.3202, -3.0026], [-1.7213, 2.2457, -0.0689], [-0.3263, 1.0925, 0.1327], [-1.5714, 1.2042, 1.3225], [-3.2243, 0.5812, -0.5657], [-2.1512, -0.7629, -0.2833], [-1.4905, -1.7696, -3.7692], [1.1027, -1.0801, 1.7700], [2.4991, -1.8049, 1.9035], [1.5376, -1.9148, 1.7947], [3.9499, 1.1713, 1.5727], [4.7381, 0.3032, 0.5544], [4.2098, 0.2570, 1.3412]],
  "atomic_forces_ev_per_a": [[0.6, 0.4, -0.4], [-0.7, -0.1, 0.6], [-0.6, -0.5, 0.8], [0.3, 0.2, 0.2], [0.5, 0.2, 0.1], [0.0, 0.4, -0.1], [-0.5, -0.5, -0.1], [0.1, -0.1, -0.7], [0.4, 0.0, -0.1], [-0.1, 0.1, -0.4], [0.1, 1.0, 0.1], [-0.7, 0.5, -0.1], [0.6, -1.4, -0.1], [0.4, -0.7, -0.3], [0.4, 0.2, -0.5], [-0.9, 0.5, 0.9]]
}

***

{
  "formula": "C27H31F5GeN3OV",
  "method": "ωB97M-V/def2-TZVPD",
  "total_charge": 1,
  "homo_ev": [-12.4, -11.6],
  "multiplicity": 2,
  "largest_force_ev_per_a": 2.094,
  "e_above_lowest_kj_mol": 217.3,
  "lumo_ha": [-0.167, -0.164],
  "elements": ["V", "O", "N", "C", "C", "N", "C", "N", "C", "C", "C", "C", "C", "C", "C", "C", "C", "C", "H", "H", "H", "H", "H", "H", "H", "H", "H", "H", "H", "H", "C", "C", "C", "C", "Ge", "C", "C", "C", "C", "H", "H", "H", "H", "H", "H", "H", "H", "H", "H", "H", "H", "H", "H", "H", "H", "H", "H", "H", "F", "C", "C", "C", "F", "C", "F", "C", "F", "C", "F"],
  "positions_angstrom": [[-0.2004, -0.2587, -0.4052], [1.4492, -0.6184, -0.7667], [2.5619, -1.3532, -1.0697], [3.6246, -0.7443, -0.7449], [3.6405, 0.6099, -0.2086], [3.5900, 1.6834, 0.1920], [4.8851, -1.4184, -0.9679], [5.9077, -1.9176, -1.1087], [-1.8826, 1.7212, 2.4561], [-0.6884, 2.1944, 1.6755], [-0.6495, 3.6980, 1.5558], [0.1078, 1.4069, 0.7846], [0.7755, 1.4141, 2.2414], [1.7841, 2.3265, 2.5796], [2.6025, 2.1060, 3.6712], [2.4221, 0.9677, 4.4395], [1.4479, 0.0206, 4.1019], [0.6411, 0.2367, 3.0171], [-2.7779, 2.0072, 1.8962], [-1.9210, 2.2362, 3.4170], [-1.9079, 0.6533, 2.6283], [-1.5622, 3.9884, 1.0294], [0.1946, 4.0649, 0.9770], [-0.6634, 4.1866, 2.5298], [0.7076, 2.0492, 0.1327], [1.9222, 3.2178, 1.9831], [3.3819, 2.8159, 3.9114], [3.0514, 0.7998, 5.3047], [1.3331, -0.8779, 4.6928], [-0.0795, -0.5141, 2.7193], [-0.8665, -4.6132, -4.2129], [-0.6189, -3.1188, -4.0249], [-0.8313, -2.6581, -2.5840], [0.0924, -3.3480, -1.5681], [-0.2532, -2.7190, 0.2502], [-1.8266, -3.6441, 0.9375], [-1.7140, -5.1631, 0.7268], [-2.9621, -5.8952, 1.2178], [-2.8435, -7.4098, 1.0728], [-0.8625, -4.8714, -5.2716], [-1.8381, -4.9033, -3.8034], [-0.0980, -5.2158, -3.7275], [-1.2964, -2.5579, -4.6727], [0.3996, -2.8702, -4.3358], [-1.8781, -2.8245, -2.3081], [-0.6596, -1.5681, -2.5588], [1.1326, -3.1854, -1.8368], [-0.0798, -4.4245, -1.5647], [0.9459, -3.0483, 1.1686], [-2.7182, -3.2700, 0.4287], [-1.9459, -3.4286, 1.9994], [-0.8396, -5.5481, 1.2625], [-1.5736, -5.3894, -0.3337], [-3.8256, -5.5366, 0.6501], [-3.1369, -5.6372, 2.2662], [-2.6644, -7.6891, 0.0319], [-3.7544, -7.9102, 1.4013], [-2.0144, -7.7944, 1.6706], [-1.7361, 0.7424, -2.3705], [-2.6807, 0.3055, -1.4819], [-2.2223, -0.2451, -0.3003], [-3.2178, -0.6548, 0.5797], [-2.8950, -1.1576, 1.7846], [-4.5600, -0.5511, 0.2909], [-5.4840, -0.9633, 1.1533], [-4.9548, -0.0022, -0.9254], [-6.2429, 0.1018, -1.2127], [-4.0071, 0.4439, -1.8285], [-4.3794, 0.9908, -2.9809]],
  "atomic_forces_ev_per_a": [[-0.7, 0.7, 0.3], [1.8, -0.7, -0.7], [-1.1, 0.2, 0.2], [1.0, 0.5, 0.0], [-0.1, -0.4, -0.1], [0.0, 0.0, 0.0], [-0.2, 0.2, 0.1], [0.0, 0.0, 0.0], [0.1, 0.0, 0.1], [-0.3, 0.2, -0.3], [0.1, 0.0, 0.1], [-0.2, 0.2, 0.3], [0.4, -0.4, 0.0], [0.0, 0.2, -0.1], [0.0, 0.0, 0.0], [0.0, -0.1, 0.0], [0.1, 0.0, 0.1], [-0.1, 0.0, -0.2], [0.0, 0.0, 0.0], [0.0, 0.0, 0.0], [0.0, 0.0, -0.1], [0.0, 0.0, 0.0], [0.0, 0.0, 0.0], [0.0, 0.0, 0.0], [0.1, 0.0, 0.0], [0.0, 0.0, 0.0], [0.0, 0.0, 0.0], [0.0, 0.0, 0.0], [0.0, 0.0, 0.0], [-0.1, 0.0, 0.1], [0.0, 0.0, 0.0], [-0.1, -0.1, 0.0], [0.2, -0.2, 0.1], [-0.2, 0.2, -0.3], [0.1, -0.5, 0.4], [-0.2, -0.2, 0.0], [-0.1, 0.2, 0.1], [0.1, -0.1, 0.0], [0.0, 0.1, 0.0], [0.0, 0.0, 0.0], [0.0, 0.0, 0.0], [0.0, 0.0, 0.0], [0.0, 0.0, 0.0], [0.0, 0.0, 0.0], [0.0, 0.1, 0.0], [-0.1, 0.0, 0.0], [0.1, 0.0, 0.0], [0.0, 0.0, 0.0], [0.0, 0.2, 0.0], [0.0, 0.0, 0.0], [0.0, 0.0, 0.0], [0.0, 0.0, -0.1], [0.0, 0.0, 0.0], [0.0, 0.0, 0.0], [0.0, 0.0, 0.0], [0.0, 0.0, 0.0], [0.0, 0.0, 0.0], [0.0, 0.0, 0.0], [0.0, 0.0, 0.1], [0.2, 0.1, -0.1], [-0.8, -0.4, 0.0], [0.2, 0.0, 0.0], [0.0, 0.1, -0.1], [-0.2, 0.0, 0.0], [0.1, 0.1, -0.1], [-0.2, 0.0, 0.0], [0.2, 0.0, 0.1], [-0.1, 0.1, -0.2], [0.0, -0.1, 0.1]]
}